A structure of composition C27H24N3O2ReS5Sb at a distorted geometry, computed with ωB97M-V/def2-TZVPD.

## Properties
Multiplicity = 2
Kohn-Sham gap (spin up / spin down) = 5.418 / 5.448 eV
HOMO level (spin up / spin down) = -7.5 / -7.4 eV
Expectation value of S² = 0.85
Relative energy (zero: lowest compared OMol25 entry of this formula, charge and spin) = 20.1 kJ/mol
Largest force on an atom = 2.73 eV/A
Total charge = 0

Last column: Löwdin spin population.
Positions of all 63 atoms, in Å:
Re  1.097  1.364  0.876  0.92
Sb  3.606  1.622  3.242  0.00
S  -1.063  -7.306  -1.309  0.00
S  3.099  2.190  5.342  -0.01
S  1.909  -0.036  2.514  -0.20
S  2.642  3.096  1.630  0.16
S  5.551  0.835  2.456  -0.01
O  -2.246  1.384  0.117  0.00
O  -0.972  -9.244  0.376  0.00
N  2.399  1.098  -0.769  0.00
N  -0.361  2.461  1.937  0.00
N  0.470  2.751  -0.488  0.00
C  1.074  2.832  -1.689  -0.01
C  -0.347  4.649  -2.279  -0.01
C  -0.772  -5.579  -1.061  0.00
C  4.049  0.922  -2.962  0.01
C  -2.790  0.926  -1.123  0.00
C  -0.333  -2.850  -0.575  0.01
C  -0.603  2.312  3.253  0.01
C  -1.846  -4.709  -0.903  0.00
C  -4.267  0.611  -1.031  0.00
C  -0.807  -8.056  0.310  0.00
C  -1.609  4.483  1.948  0.00
C  3.445  0.256  -0.757  0.00
C  -1.315  3.248  3.969  0.00
C  -1.628  -3.358  -0.667  0.01
C  2.178  1.882  -1.843  0.00
C  0.185  -0.348  0.185  0.00
C  2.980  1.801  -2.960  0.00
C  -0.086  -1.478  -0.191  0.08
C  -0.462  3.654  -0.119  -0.01
C  4.295  0.154  -1.839  0.00
C  -0.437  -7.200  1.497  0.00
C  0.743  -3.720  -0.802  0.01
C  0.681  3.783  -2.606  0.01
C  -1.826  4.350  3.308  0.02
C  0.526  -5.066  -1.047  0.00
C  -0.865  3.534  1.287  0.01
C  -0.908  4.599  -1.012  0.01
H  -1.357  -6.794  1.927  0.00
H  0.044  -7.836  2.237  0.00
H  -4.455  -0.117  -0.235  0.00
H  4.689  0.847  -3.833  0.00
H  -4.629  0.184  -1.973  0.00
H  -1.996  5.337  1.409  0.00
H  -2.376  5.111  3.849  0.00
H  5.136  -0.523  -1.785  0.00
H  -2.470  -2.687  -0.538  0.00
H  -0.690  5.380  -2.998  0.00
H  -1.683  5.299  -0.729  0.00
H  3.597  -0.317  0.144  0.00
H  -4.846  1.511  -0.813  0.00
H  -2.857  -5.099  -0.954  0.00
H  1.363  -5.735  -1.212  0.00
H  -2.619  1.740  -1.830  0.00
H  -2.280  0.662  0.754  0.00
H  0.208  -6.364  1.234  0.00
H  -1.442  3.109  5.033  0.00
H  -2.229  0.057  -1.472  0.00
H  1.176  3.857  -3.564  0.00
H  1.751  -3.325  -0.768  0.00
H  2.775  2.422  -3.821  0.00
H  -0.193  1.434  3.722  0.00

A structure of composition C27H25BrCl5N4O3V, computed with ωB97M-V/def2-TZVPD.

## Properties
Multiplicity = 4
Kohn-Sham gap (spin up / spin down) = 6.134 / 7.598 eV
HOMO level (spin up / spin down) = -3.7 / -5.2 eV
Expectation value of S² = 3.76
Relative energy (zero: lowest compared OMol25 entry of this formula, charge and spin) = 0.0 kJ/mol
Largest force on an atom = 0.16 eV/A
Total charge = -1

Last column: Löwdin spin population.
Positions of all 66 atoms, in Å:
Br  -3.999  -5.242  2.203  0.00
V  -0.029  -0.039  -0.079  2.72
Cl  -2.066  -0.384  -5.854  0.00
Cl  -4.351  1.545  -4.959  0.01
Cl  0.137  -1.268  -3.818  0.00
Cl  -4.415  2.607  -1.998  0.00
Cl  -2.146  1.685  0.013  0.01
O  0.877  0.168  1.780  0.03
O  1.505  -1.366  -0.467  0.03
O  3.109  -1.045  5.771  0.00
N  2.226  3.949  0.161  0.00
N  3.727  2.374  -0.926  0.00
N  1.370  1.803  -0.629  0.02
N  2.023  3.523  -2.228  0.00
C  3.078  -3.084  -0.326  0.00
C  -1.148  0.226  -1.972  0.02
C  -3.141  1.050  -3.829  0.02
C  -1.153  -0.202  -3.288  0.02
C  1.970  -0.393  3.747  0.00
C  2.441  -0.005  6.455  0.00
C  1.703  -0.614  2.360  0.01
C  3.501  -2.270  3.819  0.00
C  -2.356  -2.916  2.473  0.00
C  -2.181  1.089  -1.656  0.02
C  3.383  2.982  -2.213  0.00
C  1.091  2.431  -1.937  0.00
C  2.764  1.306  -0.657  0.00
C  2.395  -1.693  1.715  0.01
C  1.289  2.853  0.412  0.00
C  2.260  -1.979  0.304  0.03
C  -1.575  -1.870  1.988  0.01
C  2.830  -1.196  4.447  0.01
C  -2.118  0.185  -4.219  0.00
C  1.919  4.514  -1.155  0.00
C  3.580  3.393  0.115  0.00
C  3.274  -2.486  2.493  0.00
C  -1.327  -1.643  0.622  -0.01
C  -3.176  1.519  -2.519  0.00
C  -2.922  -3.792  1.566  0.01
C  -1.940  -2.575  -0.234  0.01
C  -2.725  -3.638  0.207  0.00
H  1.358  -0.141  6.421  0.00
H  4.167  -2.893  4.400  0.00
H  -1.800  -2.478  -1.309  0.00
H  4.289  4.202  -0.078  0.00
H  2.782  -4.054  0.079  0.00
H  4.146  -2.956  -0.146  0.00
H  1.163  1.666  -2.711  0.00
H  3.810  2.944  1.083  0.00
H  2.691  0.972  6.033  0.00
H  -1.136  -1.198  2.723  0.00
H  0.903  4.913  -1.140  0.00
H  2.985  0.846  0.306  0.00
H  -2.519  -3.051  3.536  0.00
H  2.839  0.547  -1.436  0.00
H  2.616  5.331  -1.360  0.00
H  2.881  -3.075  -1.395  0.00
H  1.500  2.386  1.375  0.00
H  2.782  -0.052  7.487  0.00
H  -3.175  -4.332  -0.492  0.00
H  1.432  0.424  4.204  0.00
H  4.088  3.790  -2.424  0.00
H  3.471  2.226  -2.996  0.00
H  0.071  2.818  -1.927  0.00
H  3.787  -3.312  2.019  0.00
H  0.273  3.248  0.423  0.00

A structure of composition C27H25BrCl5N4O3V at a distorted geometry, computed with ωB97M-V/def2-TZVPD.

## Properties
Multiplicity = 4
Kohn-Sham gap (spin up / spin down) = 5.682 / 7.947 eV
HOMO level (spin up / spin down) = -3.3 / -5.6 eV
Expectation value of S² = 3.77
Relative energy (zero: lowest compared OMol25 entry of this formula, charge and spin) = 148.9 kJ/mol
Largest force on an atom = 1.40 eV/A
Total charge = -1

Last column: Löwdin spin population.
Positions of all 66 atoms, in Å:
Br  5.950  -2.787  2.465  0.01
V  0.329  -0.622  -0.571  2.58
Cl  -4.478  1.566  -1.552  0.00
Cl  -3.563  4.561  -1.235  0.01
Cl  -2.461  -0.781  -0.907  0.02
Cl  -0.653  5.179  -0.242  0.00
Cl  1.279  2.877  0.526  0.01
O  -0.480  0.715  -6.875  0.01
O  0.682  0.175  -2.320  0.03
O  0.415  -2.407  -1.354  0.02
N  -1.603  1.830  4.567  0.00
N  -0.559  0.766  2.642  0.01
N  0.399  0.448  4.860  0.00
N  -1.737  -0.601  4.277  0.00
C  -1.990  0.935  -0.628  0.02
C  -0.706  1.133  -0.149  0.03
C  -0.349  2.476  -0.040  0.02
C  -0.173  -0.037  -5.793  0.01
C  0.166  -4.226  -2.775  0.01
C  -1.400  -0.405  2.853  0.00
C  -0.471  -0.725  5.021  0.00
C  -0.127  -1.432  -6.035  0.00
C  4.513  -0.916  0.859  0.00
C  -1.263  1.945  3.133  0.00
C  -2.892  1.950  -0.960  0.00
C  0.676  0.602  3.415  0.00
C  2.034  -2.052  1.287  0.02
C  -0.346  1.632  5.306  0.00
C  0.368  -0.380  -3.444  0.03
C  0.278  -1.801  -3.647  0.01
C  0.093  0.474  -4.553  0.00
C  4.389  -2.031  1.670  0.03
C  -2.486  3.266  -0.830  0.02
C  -0.569  2.122  -6.684  0.00
C  0.095  -2.262  -4.982  0.01
C  0.308  -2.750  -2.560  0.07
C  -1.192  3.531  -0.373  0.00
C  3.156  -2.617  1.900  0.00
C  3.372  -0.383  0.260  0.03
C  -2.418  0.617  4.743  0.00
C  2.084  -0.927  0.431  0.01
H  -0.578  1.523  6.367  0.00
H  0.138  -3.325  -5.181  0.00
H  -0.904  2.539  -7.628  0.00
H  1.212  -0.275  3.054  0.00
H  0.122  1.533  -4.347  0.00
H  -0.628  2.821  2.985  0.00
H  1.079  -2.540  1.483  0.00
H  -2.652  0.503  5.802  0.00
H  -0.697  -0.859  6.079  0.00
H  -0.874  -1.289  2.492  0.00
H  0.400  2.548  -6.422  0.00
H  1.306  1.478  3.260  0.00
H  -0.314  -4.494  -3.713  0.00
H  -2.322  -0.288  2.283  0.00
H  0.062  -1.603  4.660  0.00
H  -2.183  2.079  2.558  0.00
H  1.151  -4.701  -2.740  0.00
H  -0.280  -1.807  -7.040  0.00
H  3.498  0.487  -0.379  0.00
H  -3.348  0.735  4.187  0.00
H  -1.289  2.367  -5.904  0.00
H  -0.419  -4.629  -1.950  0.00
H  5.489  -0.479  0.687  0.00
H  3.078  -3.495  2.531  0.00
H  0.281  2.512  5.171  0.00